A 40-piece molecular cluster, H80O40 overall, computed with ωB97M-V with the def2-TZVPD basis set.

The value obtained for the calculated total energy is -83198.448 eV.

Each line ends with the Mulliken charge.
CARTESIAN COORDINATES (ANGSTROEM)
H (-2.146, 0.893, 1.872)  0.221
H (-1.972, 0.301, 0.557)  0.127
O (-2.332, 1.109, 0.945)  -0.369
H (-3.481, -3.885, -0.539)  0.317
H (-3.996, -4.993, -1.552)  0.331
O (-3.212, -4.517, -1.234)  -0.687
H (3.459, 2.017, -2.433)  0.259
H (3.919, 0.845, -1.504)  0.204
O (3.321, 1.647, -1.570)  -0.469
H (-4.961, 1.043, -1.367)  0.579
H (-4.869, 0.268, -0.147)  0.265
O (-5.419, 0.286, -0.954)  -0.812
H (-0.464, -0.748, -6.705)  0.274
H (-0.530, -2.205, -6.101)  0.322
O (-0.854, -1.302, -6.027)  -0.589
H (2.749, -1.242, -1.837)  0.281
O (3.524, -1.383, -2.359)  -0.562
H (-5.542, 3.634, 1.271)  0.265
O (-4.836, 3.134, 0.795)  -0.666
H (3.134, 5.622, -0.492)  0.329
H (3.096, 4.585, 0.511)  0.268
O (3.733, 5.171, 0.101)  -0.601
H (-0.900, -3.705, 1.743)  0.201
H (0.034, -2.799, 2.620)  0.285
O (-0.479, -3.593, 2.644)  -0.554
H (3.849, -0.476, -5.767)  0.400
H (2.403, -0.556, -6.152)  0.283
O (3.213, -1.027, -6.312)  -0.635
H (-0.515, 4.193, -1.380)  0.301
H (0.041, 3.229, -2.396)  0.294
O (-0.356, 4.157, -2.335)  -0.517
H (-3.277, -2.965, -3.505)  0.266
O (-2.599, -2.965, -4.194)  -0.553
H (-1.144, 2.445, 3.837)  0.362
H (-1.100, 3.832, 3.275)  0.333
O (-1.745, 3.144, 3.384)  -0.647
H (-6.633, -1.843, 1.508)  0.302
H (-5.118, -1.750, 2.148)  0.282
O (-5.697, -2.171, 1.462)  -0.636
H (2.828, 2.699, 5.151)  0.188
H (2.415, 1.145, 5.320)  0.371
O (2.303, 1.995, 4.788)  -0.528
H (2.210, 1.234, 3.174)  0.290
H (2.858, 2.103, 1.946)  0.183
O (2.434, 1.255, 2.218)  -0.460
H (0.715, 2.737, 0.664)  0.091
H (-0.548, 2.063, 1.491)  0.096
O (0.062, 2.827, 1.361)  -0.068
H (1.000, 4.167, 2.397)  0.363
H (2.111, 4.501, 1.468)  0.113
O (1.930, 4.431, 2.438)  -0.628
H (-1.182, 2.244, 5.956)  0.316
O (-0.618, 1.674, 5.384)  -0.685
H (3.077, -5.878, 0.897)  0.278
H (1.776, -5.179, 0.858)  0.288
O (2.678, -5.020, 1.129)  -0.622
H (0.150, 1.023, -2.714)  0.146
O (0.822, 1.680, -2.448)  -0.259
H (-0.380, -1.696, 5.703)  0.281
H (0.020, -2.850, 4.638)  0.199
O (-0.406, -1.996, 4.762)  -0.711
H (-1.912, -5.577, 2.909)  0.299
H (-2.055, -5.773, 1.488)  0.312
O (-2.620, -5.666, 2.266)  -0.668
H (-2.097, -1.992, -0.479)  -0.020
H (-3.540, -1.701, 0.542)  0.168
O (-2.569, -1.934, 0.384)  0.324
H (4.690, 3.535, -2.332)  0.323
H (3.957, 4.310, -3.375)  0.311
O (4.623, 3.618, -3.292)  -0.668
H (6.210, -0.175, 0.733)  0.307
H (6.086, -0.546, -0.754)  0.303
O (6.245, -0.907, 0.124)  -0.611
H (2.905, -2.765, 3.907)  0.379
H (1.506, -2.467, 4.493)  0.330
O (2.145, -3.185, 4.345)  -0.602
H (4.190, -1.750, 1.754)  0.274
H (3.550, -0.723, 2.438)  0.282
O (3.922, -1.603, 2.668)  -0.664
H (-1.525, -4.518, -0.479)  0.290
H (-1.081, -5.847, -0.044)  0.259
O (-0.757, -4.951, -0.027)  -0.480
H (-2.878, 2.369, -4.073)  0.242
H (-3.404, 2.979, -2.824)  0.326
O (-2.568, 2.762, -3.258)  -0.521
H (-4.449, 2.872, -0.981)  0.437
H (-5.773, 2.862, -1.823)  0.285
O (-4.809, 2.656, -1.873)  -0.836
H (-4.563, -1.295, -1.284)  0.362
O (-4.559, -2.239, -0.936)  -0.392
H (0.034, -1.030, -0.688)  -0.024
H (0.673, -0.002, 0.347)  -0.028
O (0.275, -0.853, 0.230)  0.101
H (0.159, 2.233, 5.241)  0.336
H (3.721, -2.342, -2.295)  0.239
H (1.580, 1.254, -1.975)  0.191
H (-3.939, 3.262, 1.111)  0.323
H (-3.079, -2.754, -4.991)  0.280
H (-5.346, -2.360, -0.395)  0.237
O (-2.256, -1.072, 2.939)  -0.612
H (-2.277, -1.903, 2.366)  0.211
H (-1.709, -1.276, 3.693)  0.338
O (1.873, 6.234, -2.311)  -0.600
H (1.785, 6.023, -3.285)  0.308
H (0.939, 6.244, -2.109)  0.294
O (1.508, -0.307, 5.522)  -0.758
H (1.010, 0.186, 6.219)  0.323
H (0.910, -0.624, 4.846)  0.473
O (-0.182, 2.895, -4.883)  -0.589
H (-0.572, 2.746, -4.039)  0.232
H (-0.554, 3.612, -5.372)  0.283
O (-0.983, -2.304, -1.798)  -0.651
H (-1.758, -2.869, -1.867)  0.235
H (-0.889, -1.824, -2.612)  0.128
O (2.596, -2.441, 0.070)  -0.255
H (2.878, -3.346, 0.307)  0.309
H (1.680, -2.309, 0.338)  0.097
O (3.515, 0.522, -3.970)  -0.792
H (3.092, 1.129, -4.585)  0.309
H (2.924, -0.291, -3.982)  0.415